DFT (the ωB97M-V functional and the def2-TZVPD basis) results for a cluster of 9 separate species, C43H111N16O16P5 in total at a distorted geometry.

The geometry in XYZ format:
```
191
C43H111N16O16P5 the ωB97M-V functional and the def2-TZVPD basis
C 1.686 -0.761 -5.777
N 0.528 -0.847 -4.857
O 0.650 -1.341 -3.714
O -0.574 -0.516 -5.217
H 2.295 -1.639 -5.559
H 2.208 0.163 -5.531
H 1.357 -0.756 -6.816
C 3.829 -4.235 -0.317
C 4.697 -3.070 -0.574
C 5.585 -3.198 -1.816
O 5.225 -2.089 -2.601
C 4.179 -1.481 -2.097
O 3.487 -0.604 -2.588
O 3.834 -2.043 -0.890
H 4.357 -5.162 -0.096
H 3.066 -4.380 -1.082
H 3.262 -4.079 0.602
H 5.268 -2.808 0.316
H 5.302 -4.110 -2.342
H 6.654 -3.195 -1.603
C -1.819 0.168 -0.661
C -0.848 -0.974 -0.278
C 0.662 -0.653 -0.428
O 1.261 -1.121 0.750
C 0.229 -1.518 1.617
O 0.423 -1.979 2.702
O -0.954 -1.382 1.077
H -1.705 0.553 -1.675
H -1.588 0.996 0.010
H -2.861 -0.039 -0.417
H -1.078 -1.775 -0.980
H 0.820 0.424 -0.358
H 1.068 -1.262 -1.235
C -3.304 0.086 2.802
C -3.193 -0.691 4.111
C -3.034 0.117 5.403
O -4.282 -0.152 6.044
C -4.941 -1.139 5.411
O -5.931 -1.649 5.846
O -4.382 -1.378 4.242
H -2.443 0.710 2.567
H -4.157 0.764 2.830
H -3.442 -0.691 2.050
H -2.352 -1.384 4.085
H -3.170 1.167 5.143
H -2.033 -0.014 5.815
O -4.616 1.570 -0.107
P -5.844 1.047 -0.784
N -6.500 -0.379 -0.061
C -5.907 -1.741 -0.243
C -7.129 -0.181 1.318
N -5.530 0.663 -2.386
C -4.587 1.407 -3.190
C -6.453 -0.188 -3.163
N -7.117 2.098 -0.851
C -6.913 3.521 -1.153
C -8.461 1.685 -1.196
H -4.821 -1.734 -0.150
H -6.185 -2.261 -1.160
H -6.375 -2.309 0.561
H -7.929 -0.910 1.449
H -7.567 0.812 1.418
H -6.305 -0.112 2.028
H -5.043 2.123 -3.873
H -3.911 1.924 -2.508
H -4.094 0.593 -3.722
H -7.177 0.447 -3.674
H -5.937 -0.826 -3.881
H -7.003 -0.887 -2.533
H -5.935 3.813 -0.770
H -7.017 3.711 -2.221
H -7.603 4.144 -0.584
H -8.639 0.612 -1.269
H -8.844 2.218 -2.066
H -9.201 2.152 -0.546
O -3.388 4.602 -2.567
P -1.968 4.817 -2.861
N -1.445 4.188 -4.324
C -1.775 4.926 -5.595
C -1.549 2.765 -4.513
N -0.915 4.145 -1.730
C 0.558 3.830 -1.913
C -1.292 4.184 -0.345
N -1.408 6.402 -2.911
C -2.092 7.444 -2.077
C -0.046 6.746 -3.375
H -1.425 5.958 -5.601
H -2.840 5.155 -5.632
H -1.336 4.449 -6.471
H -1.057 2.230 -3.701
H -1.132 2.477 -5.478
H -2.587 2.430 -4.504
H 0.922 4.162 -2.885
H 0.997 4.431 -1.116
H 0.717 2.775 -1.689
H -0.455 3.854 0.271
H -1.589 5.178 -0.009
H -2.122 3.504 -0.152
H -3.169 7.353 -2.219
H -1.824 7.225 -1.044
H -1.724 8.468 -2.136
H 0.410 6.069 -4.098
H 0.658 6.729 -2.543
H -0.006 7.727 -3.849
O 5.323 0.588 6.711
P 5.388 -0.899 6.733
N 4.805 -1.615 5.268
C 3.388 -1.958 5.091
C 5.580 -1.637 4.068
N 4.741 -1.567 8.115
C 4.724 -3.044 8.315
C 4.121 -0.749 9.148
N 7.062 -1.501 6.832
C 8.109 -0.578 7.166
C 7.399 -2.911 6.516
H 3.232 -3.031 5.203
H 3.014 -1.640 4.118
H 2.761 -1.508 5.860
H 5.527 -2.575 3.515
H 6.567 -1.310 4.393
H 5.163 -0.876 3.408
H 4.269 -3.207 9.292
H 4.135 -3.492 7.515
H 5.707 -3.514 8.343
H 3.657 0.135 8.711
H 3.376 -1.291 9.730
H 4.858 -0.359 9.850
H 7.833 0.085 7.987
H 9.019 -1.066 7.516
H 8.284 0.067 6.305
H 8.105 -2.909 5.685
H 6.489 -3.448 6.245
H 7.820 -3.417 7.385
O 6.080 1.788 -1.762
P 5.888 2.529 -0.513
N 6.616 4.087 -0.503
C 6.211 4.945 -1.636
C 8.074 4.138 -0.335
N 6.442 1.778 0.920
C 6.485 2.473 2.267
C 6.533 0.318 0.981
N 4.266 2.798 -0.080
C 3.857 3.850 0.911
C 3.340 1.709 -0.114
H 5.151 5.074 -1.420
H 6.368 4.477 -2.608
H 6.782 5.870 -1.557
H 8.508 3.681 0.554
H 8.517 5.133 -0.277
H 8.572 3.699 -1.200
H 5.544 2.337 2.800
H 7.148 1.894 2.910
H 6.938 3.445 2.071
H 5.527 -0.084 1.098
H 6.906 -0.062 0.030
H 7.123 0.001 1.841
H 4.501 4.730 0.900
H 2.845 4.231 0.774
H 3.791 3.374 1.890
H 3.720 0.865 0.462
H 3.273 1.300 -1.122
H 2.366 2.085 0.198
O -5.839 -3.574 -3.806
P -4.693 -4.370 -3.299
N -3.169 -3.677 -3.676
C -2.980 -2.343 -3.084
C -2.670 -3.871 -5.001
N -4.611 -6.007 -3.827
C -3.450 -6.860 -3.500
C -5.825 -6.712 -4.283
N -4.715 -4.630 -1.582
C -5.980 -4.944 -0.793
C -3.455 -4.940 -0.846
H -1.927 -2.062 -3.113
H -3.223 -2.346 -2.022
H -3.522 -1.515 -3.540
H -2.676 -4.939 -5.220
H -1.665 -3.487 -5.176
H -3.394 -3.421 -5.680
H -3.208 -7.404 -4.413
H -2.631 -6.194 -3.230
H -3.661 -7.592 -2.721
H -5.694 -7.792 -4.219
H -6.724 -6.375 -3.767
H -5.923 -6.292 -5.284
H -5.829 -4.705 0.260
H -6.734 -4.236 -1.137
H -6.314 -5.967 -0.965
H -2.620 -4.514 -1.402
H -3.510 -6.025 -0.926
H -3.513 -4.706 0.217
```

The calculation puts the orbital gap (alpha / beta) at 2.6 / 6.2 eV. The total charge is -1. Its expectation value of S² is 0.753. As for the spin multiplicity: 2. The value obtained for the lowest unoccupied orbital energy (alpha / beta) is 1.795 / 1.794 eV.